Entry from OMol25: C35H71FN4O25S7 as an isolated structure at a distorted geometry (ωB97M-V/def2-TZVPD).

```
143
Properties=species:S:1:pos:R:3:forces:R:3
C 0.44623 -5.14560 -0.18040 -1.89 -2.70 -1.03
N -0.66496 -4.17000 -0.17501 0.63 -0.61 0.34
O -1.22580 -3.98889 0.87640 -0.50 -0.30 0.17
O -0.97949 -3.57568 -1.19331 -1.41 -4.51 2.01
H 1.25667 -4.76305 0.44002 -0.47 -1.15 -0.47
H 0.75455 -5.45179 -1.18004 -0.45 0.10 0.05
H -0.11519 -5.93337 0.32192 0.69 -0.58 0.11
C -2.92877 -0.04154 -2.24047 -0.17 -0.72 0.76
N -3.85087 0.46866 -1.15922 -1.04 0.30 -0.03
O -3.66989 1.57489 -0.66255 -0.20 -1.01 -0.87
O -4.74035 -0.29872 -0.81327 0.92 0.60 -0.40
H -2.03670 0.56325 -2.40343 -1.59 0.68 -0.25
H -3.44666 -0.33120 -3.15479 -0.31 0.39 0.29
H -2.57813 -0.94667 -1.74464 0.00 -0.10 -0.39
C 3.20088 1.18060 0.66535 9.85 1.48 0.61
N 4.37821 0.54133 1.20934 3.47 0.90 -2.52
O 4.58922 -0.63774 0.89275 0.75 1.42 -0.23
O 5.17083 1.30910 1.74865 0.12 -1.36 0.80
H 2.46580 1.41080 1.43657 3.69 0.50 3.43
H 2.89838 0.65425 -0.23994 4.70 -1.57 -0.16
H 3.59980 2.13311 0.31653 0.12 -0.33 0.54
C 0.14029 1.97108 -2.96837 -0.54 -1.79 -1.09
N 1.57674 2.00143 -2.67654 0.01 -0.51 -2.08
O 2.31218 2.40754 -3.51139 1.09 0.61 -1.93
O 2.02037 1.57022 -1.65038 -0.66 -2.78 -1.10
H -0.32393 1.37622 -2.18177 0.23 1.79 -1.69
H 0.17357 1.41760 -3.90680 -0.60 0.01 -0.22
H -0.15210 3.01785 -3.05137 -0.85 -1.60 -0.63
C -2.18068 4.90028 -1.20838 -0.53 -0.03 1.01
C -3.44874 5.22225 -0.36700 -0.44 0.05 1.26
C -3.41663 4.46000 1.03973 0.42 -1.54 -1.20
S -1.91677 3.44251 1.05852 -1.94 4.82 -3.95
O -2.28497 2.09749 1.40591 -2.34 2.58 0.49
O -0.92600 4.15606 1.86576 -3.95 5.53 -3.28
C -1.49309 3.59678 -0.71500 -5.88 6.25 -0.97
H -1.55095 5.78629 -1.12755 0.00 -0.43 0.09
H -2.33010 4.75687 -2.27852 -0.54 0.14 0.04
H -4.36766 4.99053 -0.90552 0.02 -0.43 0.22
H -3.56925 6.27433 -0.10874 0.39 0.15 -0.32
H -4.14471 3.64905 1.05828 -0.44 0.28 -0.01
H -3.38732 4.91122 2.03152 -0.25 0.81 -0.44
H -1.93851 2.71666 -1.17880 -0.33 0.82 -0.15
H -0.41377 3.50427 -0.83590 -1.86 5.32 -1.88
C -2.50744 -0.37701 2.87505 -0.62 -1.21 -0.19
C -2.90183 -0.34190 4.34832 -0.61 -0.27 0.43
C -2.40086 -1.64221 4.98586 0.22 -0.21 0.06
S -2.41625 -2.92191 3.72711 -0.41 -0.53 3.04
O -3.55783 -3.75284 4.02606 -0.04 -0.40 -0.63
O -1.09880 -3.50494 3.68682 -0.74 -0.66 -0.26
C -2.75818 -1.87257 2.41146 -2.10 0.37 0.35
H -1.50714 0.01652 2.69443 -2.00 -1.33 1.07
H -3.12182 0.19343 2.17846 -0.38 0.19 0.64
H -3.98193 -0.19860 4.37909 -0.14 -0.40 0.35
H -2.47138 0.46008 4.94804 -0.16 0.13 -0.47
H -2.94086 -2.02752 5.85076 -0.19 0.15 -0.17
H -1.34983 -1.54475 5.25782 -0.27 0.05 0.07
H -3.84550 -1.92717 2.35826 -0.24 -0.08 0.10
H -2.41545 -2.33028 1.48348 -1.01 -0.05 1.39
C -1.29382 -1.13759 0.53712 1.78 1.63 -1.53
C -0.46182 -1.47415 -0.71833 1.23 3.12 1.77
C -0.00030 -0.22981 -1.39213 -2.60 2.65 0.38
S 0.30473 1.07624 -0.10225 -2.67 -6.05 1.52
O -0.19599 2.40697 -0.45103 4.84 -11.17 2.05
O 1.69544 0.97927 0.41302 -16.96 -0.95 -2.03
C -0.84098 0.25762 1.15154 0.35 -4.15 -5.10
H -1.12629 -1.90184 1.29604 1.06 0.80 -1.30
H -2.36098 -1.13175 0.31522 0.07 0.19 -0.20
H -0.88207 -2.18931 -1.42548 0.00 2.37 0.60
H 0.43760 -1.96059 -0.34084 -1.60 1.38 0.37
H -0.84165 0.13597 -1.98072 0.80 -0.82 0.89
H 0.84916 -0.26720 -2.07414 -2.22 1.72 0.72
H -1.67496 0.95787 1.19875 1.65 -1.97 -0.53
H -0.38574 0.16017 2.13712 -0.09 -2.03 -4.17
C 3.02633 -1.78650 -2.98296 -1.26 -0.99 -1.79
C 1.68896 -1.77939 -2.25138 2.71 -1.09 0.73
C 1.42262 -3.12037 -1.47242 2.84 1.61 -1.34
S 3.06308 -3.93657 -1.34793 -0.67 0.36 -1.22
O 2.97875 -5.09056 -2.22358 1.02 0.13 0.93
O 3.44511 -4.06038 0.05554 1.06 -0.38 -2.21
C 3.97092 -2.52630 -2.15542 1.69 -0.60 3.03
H 3.29733 -0.79070 -3.33370 0.35 0.01 0.32
H 2.89667 -2.40538 -3.87080 -0.08 0.23 -0.45
H 0.86402 -1.49869 -2.90619 2.52 -0.11 -0.03
H 1.67216 -0.93076 -1.56752 2.54 -2.00 0.59
H 0.68405 -3.67957 -2.04678 1.28 0.03 0.78
H 1.17801 -2.84887 -0.44550 1.23 -1.64 -1.30
H 4.97086 -2.80401 -2.48874 -0.40 -0.44 -0.72
H 4.23199 -1.98639 -1.24523 -0.16 0.46 0.26
C 3.14893 -1.05899 3.03350 -1.48 1.04 -0.63
C 1.62036 -0.61785 2.75233 2.41 -2.16 0.11
C 0.79415 -1.85173 3.14483 1.83 0.01 -0.22
S 1.78011 -3.26509 2.51449 0.20 0.44 1.05
O 1.46743 -3.53999 1.11238 -0.16 3.23 3.70
O 1.72802 -4.37238 3.42555 -0.03 -0.25 -0.03
C 3.39667 -2.47825 2.52945 -0.05 0.23 0.47
H 3.37575 -0.97309 4.09616 -0.26 -0.09 0.08
H 3.77098 -0.34467 2.49414 -0.81 -1.23 2.09
H 1.42998 -0.37278 1.70744 0.70 -0.62 0.51
H 1.36976 0.27751 3.32121 2.13 -1.93 -0.46
H -0.25660 -1.96656 2.87866 1.03 0.28 -0.18
H 0.88954 -1.91038 4.22907 -0.11 -0.76 -0.26
H 3.76861 -2.59843 1.51196 -0.09 0.39 0.26
H 4.08387 -2.98288 3.20857 -0.32 -0.38 -0.08
C -1.93051 -3.18587 -3.39694 -0.69 -0.80 -1.04
C -2.36824 -4.17358 -4.57291 0.95 0.71 0.78
C -1.06058 -4.58157 -5.32338 -0.37 1.41 -0.79
S 0.35179 -3.54228 -4.65586 0.35 -1.76 -1.47
O 1.11653 -2.88494 -5.71992 -0.96 -0.49 1.17
O 1.07049 -4.43012 -3.73594 -1.16 1.09 -1.50
C -0.69569 -2.35268 -3.80761 -1.44 -1.44 -0.15
H -1.73085 -3.76612 -2.49609 -0.21 -0.15 -1.80
H -2.68122 -2.50312 -2.99900 -0.50 -0.14 -0.75
H -3.07260 -3.64352 -5.21402 0.22 -0.15 -0.33
H -2.86785 -5.07916 -4.22880 -0.02 0.25 0.39
H -1.21454 -4.30027 -6.36515 0.42 0.31 -0.08
H -0.77099 -5.62923 -5.40498 0.06 0.08 0.85
H -0.91765 -1.56821 -4.53110 0.04 0.06 -0.04
H -0.16287 -1.97288 -2.93586 -1.85 -0.84 -1.07
C 1.52788 3.94166 0.54405 -0.67 -0.02 1.64
C 1.28455 5.42461 0.65252 0.52 2.05 0.07
C 1.02128 6.05182 -0.75058 -0.04 -1.56 -0.85
S 1.80546 4.77740 -1.89931 1.46 1.33 2.16
O 2.93543 5.33249 -2.58790 -0.26 0.14 -0.63
O 0.72941 4.11449 -2.61896 1.02 3.98 0.82
C 2.44290 3.67129 -0.56717 0.86 1.95 -0.49
H 0.61848 3.34507 0.47214 1.67 2.19 -0.53
H 1.84186 3.53266 1.50437 1.29 0.77 -1.03
H 2.17019 5.92705 1.04149 0.60 -0.18 -0.26
H 0.59541 5.73945 1.43612 -0.58 -0.33 -0.52
H 1.38125 7.04347 -1.02473 0.60 -0.21 0.45
H -0.00258 6.03823 -1.12424 0.24 -0.15 0.53
H 3.43102 4.03781 -0.28897 0.14 0.55 -0.46
H 2.58997 2.62957 -0.85226 -0.08 1.96 0.14
C -1.05630 2.97927 3.52667 -1.11 0.01 1.70
C 0.12321 2.69234 2.65250 0.50 -1.96 -0.56
O 0.18381 1.28913 2.70602 1.78 5.11 4.97
C -0.33051 0.90376 3.92494 1.14 1.55 1.73
O -0.07401 -0.13345 4.43928 -1.54 1.37 1.42
O -0.94787 1.94069 4.45910 -0.30 -1.43 2.02
F 1.26637 3.29264 3.05330 0.17 -0.38 1.98
H -1.99849 2.81093 3.00511 0.64 -0.30 1.49
H -1.21868 3.90062 4.08600 1.03 0.00 -0.13
H 0.00735 2.94210 1.59785 1.60 -2.24 2.06
```
Forces are in eV/Å.

**Energy**: -6361.32370 a.u.
**HOMO**: -8.28 eV
**Kohn-Sham gap**: 7.2 eV